[1]
Molecular formula: C8H19N2
Method: DFT, ωB97M-V with the def2-TZVPD basis set

```
29
Properties=species:S:1:pos:R:3:forces:R:3:mulliken_charge:R:1
H 1.5983 2.1339 -0.7609 -0.51 -0.07 -0.13 0.39
H -0.4462 0.8207 2.3468 0.41 0.12 0.09 0.30
H -2.5510 -0.6425 1.7244 0.14 -0.38 0.85 0.44
H -2.7241 1.1403 1.3276 0.48 -1.11 -0.06 0.41
H -2.6463 -1.2438 -1.1962 1.01 -0.06 0.05 0.44
H 1.1654 -2.8908 0.2231 0.46 0.50 0.43 0.26
H -0.7717 2.0613 -0.3742 -0.79 -1.19 -0.86 0.23
C 2.2845 0.1377 -0.6942 2.03 -0.71 -2.74 -1.11
H 1.3260 0.3610 2.2036 0.65 -0.18 0.25 0.52
C 0.3647 0.4113 1.7414 -0.94 0.71 2.02 -1.46
N 2.1978 1.5712 -0.1695 2.79 0.98 -0.02 -0.16
H 2.0506 -1.9233 1.2882 -0.08 0.07 0.96 0.24
H -0.9379 1.0243 -1.8671 0.79 -0.25 -1.20 0.38
C 0.0245 -0.1051 0.6046 0.97 -2.55 -3.09 -0.03
H -2.3788 1.6004 -1.0601 1.20 -0.56 0.10 0.42
C 1.1638 -0.8941 -0.3250 0.06 1.89 3.29 0.38
C -1.3256 1.1990 -0.9039 -1.45 2.24 1.56 -1.61
C -1.3591 -0.0449 0.0018 0.55 0.72 -0.23 2.20
H -0.9376 -1.4656 -1.6888 -0.31 0.66 0.11 0.33
N 1.7670 -2.0704 0.3510 -0.87 0.52 -2.26 -0.61
H -3.5224 -0.1477 0.2996 2.17 0.66 1.51 0.39
C -1.5872 -1.2656 -0.8257 -1.57 -2.64 -0.90 -1.74
H 3.1398 2.1829 -0.1327 -2.30 -2.23 0.00 0.42
H 1.7661 1.5148 0.7481 -0.25 0.39 0.52 0.34
H 0.8068 -1.2181 -1.2608 -0.68 -0.35 -0.65 0.35
H 2.3359 0.3239 -1.8551 -0.16 -0.69 2.21 0.28
H 3.2560 -0.4139 -0.4276 -1.14 1.50 -0.11 0.41
C -2.5402 0.0937 0.9554 -2.55 0.88 -1.68 -1.76
H -1.5193 -2.2505 -0.2737 -0.12 1.14 -0.01 0.36
```
Positions in Å, forces in eV/Å.

## Properties
Gap between HOMO and LUMO = 9.49 eV
Energy above the lowest of the compared OMol25 structures with the same formula, charge and spin = 50.6 kcal/mol
Net charge = +1
E_LUMO = -3.43 eV

[2]
Molecular formula: C2H5N5
Method: DFT, ωB97M-V with the def2-TZVPD basis set

```
12
Properties=species:S:1:pos:R:3:forces:R:3:mulliken_charge:R:1
C -1.0472 1.0598 -0.8215 -0.81 -0.49 0.83 -0.36
H 1.1966 -1.3511 -0.3894 0.91 1.10 0.23 0.22
H -1.4152 2.1352 0.8620 -1.24 -1.11 0.28 0.28
N -2.7777 0.4409 0.5544 -0.90 1.91 1.21 -0.22
H -1.4763 -0.7152 -1.8842 -0.27 0.42 -0.17 0.24
C 1.0794 -0.5551 0.4028 -1.81 -1.63 -0.65 -0.16
H 2.6416 0.5758 0.1111 -1.63 -0.78 1.60 0.25
N -1.7689 1.3322 0.3154 1.93 0.78 -1.20 0.13
N -1.7313 -0.0392 -1.1781 -0.15 -0.20 -1.17 0.14
H 0.0375 -0.7776 0.7940 1.33 0.70 0.63 0.20
N -2.8304 -0.3323 -0.4090 1.23 -1.17 -0.01 -0.22
N 1.7916 0.4104 0.7728 1.40 0.49 -1.59 -0.49
```
Positions in Å, forces in eV/Å.

## Properties
Gap between HOMO and LUMO = 10.77 eV
Energy above the lowest of the compared OMol25 structures with the same formula, charge and spin = 100.3 kcal/mol
Net charge = 0
E_LUMO = 0.94 eV

[3]
Molecular formula: C4H9NO3
Method: DFT, ωB97M-V with the def2-TZVPD basis set

```
17
Properties=species:S:1:pos:R:3:forces:R:3:mulliken_charge:R:1
H 3.1770 -0.0475 0.2815 -1.09 -0.89 0.59 0.27
C 2.0852 -0.2080 0.5997 1.97 -0.31 1.09 -0.70
H -1.9886 1.0094 1.2140 0.34 0.11 0.66 0.35
H -0.3458 1.8887 -1.3369 -0.48 2.02 -1.56 0.40
H -1.3242 -2.4481 -1.0502 0.28 0.84 1.62 0.36
C -1.2494 0.2783 -0.4492 0.02 -1.40 0.55 -0.10
H 0.2385 1.7724 0.3323 -0.42 -1.48 -1.74 0.19
C -0.7891 -0.9943 0.2204 2.52 0.20 -0.53 0.11
H 1.9356 -0.9136 1.4709 0.69 0.50 -1.10 0.27
C -0.0385 1.1759 -0.6635 0.43 0.00 2.13 -0.38
O 0.9720 0.4615 -1.2908 0.32 0.22 -0.05 -0.31
N 1.3485 -0.6676 -0.5266 -3.32 -0.66 0.56 -0.28
O -2.2444 0.8967 0.3061 -0.99 0.67 0.17 -0.53
H -1.8225 0.0507 -1.3329 0.51 -0.14 -0.95 0.31
H 1.8864 0.7742 0.9937 -0.82 0.58 0.11 0.27
O -1.2351 -2.2513 -0.0703 0.22 0.70 -0.79 -0.50
H -0.6057 -0.7774 1.3017 -0.20 -0.96 -0.75 0.29
```
Positions in Å, forces in eV/Å.

## Properties
Gap between HOMO and LUMO (alpha / beta) = 8.73 / 8.40 eV
Energy above the lowest of the compared OMol25 structures with the same formula, charge and spin = 148.4 kcal/mol
Net charge = 0
E_LUMO (alpha / beta) = 0.56 / 0.50 eV

[4]
Molecular formula: C21H23N3O2S
Method: DFT, ωB97M-V with the def2-TZVPD basis set

```
50
Properties=species:S:1:pos:R:3:forces:R:3:mulliken_charge:R:1
H -3.3431 0.8070 1.5117 -0.41 0.31 0.70 0.06
N 0.9671 1.5290 1.1468 5.96 2.35 -5.07 -0.43
H 0.6634 -2.4949 2.1408 0.36 0.26 -2.20 0.30
C 0.7390 0.3000 1.3271 -1.53 -6.94 3.49 0.78
C -2.6723 -0.4803 -1.3353 -3.85 9.86 6.97 0.22
O -3.8697 -0.7312 -0.7869 -0.15 -2.70 -0.86 -0.47
N -0.2542 2.5708 -1.1527 -3.86 -9.01 -8.19 0.03
C 2.6810 -0.4865 -0.1072 -6.26 -11.84 8.81 0.43
C -0.9715 1.1192 -1.2953 5.70 2.59 -5.02 0.34
H 2.8359 -3.3700 1.7072 -0.11 1.23 -0.19 0.38
H -4.7217 1.0643 -0.5923 0.48 4.12 -2.13 0.55
C -1.9152 -1.3183 -1.8703 5.07 2.79 -1.45 -1.53
H 1.7259 -4.1437 0.9500 -1.85 -3.98 -0.11 0.56
C 4.1931 0.8048 -0.8973 13.44 8.86 -8.70 -0.41
S 2.3902 3.4130 -0.0590 2.67 -2.21 -1.74 -0.22
H 2.1004 -3.0412 -1.3993 2.01 -0.80 2.95 0.05
H 3.5201 -3.8723 -0.4005 2.74 -2.74 -1.03 0.44
C 1.4531 -0.8566 1.0246 2.96 2.08 -6.31 0.62
H -0.4713 -0.3189 3.2602 0.83 -0.47 -0.60 0.29
C -2.2137 0.8768 -0.9429 2.20 -4.95 -3.03 -0.10
C -0.7545 -0.9428 -2.4469 1.77 2.81 0.39 -0.73
C 2.1414 -3.2398 0.8494 -0.35 -0.55 2.43 -1.32
C 0.8392 3.8883 0.3677 -2.76 5.28 -1.22 -0.53
H 0.6717 4.9334 -0.1552 0.58 -1.56 0.17 0.38
H -2.5353 1.6724 -0.4827 -3.25 3.55 2.93 1.17
H -1.2984 -0.6879 1.5340 2.60 0.86 1.85 0.16
N 5.1478 1.4118 -1.5495 -8.05 -5.82 5.48 -0.62
C 3.1157 0.6964 -0.1571 -4.27 4.71 1.20 0.54
H -1.0420 0.8593 2.1701 -0.01 0.54 0.38 0.48
C 1.0145 -2.3290 1.0076 4.41 3.92 8.71 -0.89
H -0.2429 -1.6225 -2.9883 1.66 -2.20 -1.86 0.51
H -5.6095 -0.1551 -0.2004 -1.38 -0.92 0.13 0.54
C -4.3688 0.4282 1.4529 0.66 1.91 -3.96 -0.76
H 4.3961 -1.8136 0.3473 -0.09 0.26 0.56 0.38
H 0.2223 -2.4671 0.4992 -5.47 -1.20 -4.25 0.61
O -1.3996 3.0475 0.8748 4.12 0.08 -5.79 -0.71
H -5.1714 1.1063 1.7444 0.46 0.24 0.32 0.39
H 0.9144 4.3649 1.3208 -1.14 -0.98 1.37 0.54
C -0.1757 0.3087 -2.2801 -2.05 -1.36 2.44 -0.93
C 3.4876 -1.7992 -0.2464 2.22 4.19 -4.44 -0.97
H 0.4877 2.6934 -1.7650 1.72 0.22 -1.03 0.39
H -4.4741 -0.4671 1.9203 -0.21 -2.60 1.54 0.35
C -4.6265 0.2077 -0.1030 -0.43 -2.32 3.46 -0.85
C -0.4460 -0.0514 2.1939 -4.52 0.46 -1.84 -1.75
C -0.3842 3.1131 -0.1177 -3.81 5.66 16.49 0.11
C 2.1240 1.6813 0.2013 -1.37 2.27 4.01 0.28
H 0.8560 0.3377 -2.6419 -0.39 1.08 0.31 0.34
C 2.8550 -3.1288 -0.3610 -3.37 4.01 -4.46 -0.40
H 3.8653 -1.3663 -1.2379 0.67 -1.92 0.25 0.35
H -2.4462 -2.0508 -1.9797 -4.33 -9.45 -1.86 1.07
```
Positions in Å, forces in eV/Å.

## Properties
Gap between HOMO and LUMO = 7.53 eV
Energy above the lowest of the compared OMol25 structures with the same formula, charge and spin = 397.3 kcal/mol
Net charge = 0
E_LUMO = -0.60 eV

[5]
Molecular formula: C4H12N3OPS2
Method: DFT, ωB97M-V with the def2-TZVPD basis set

```
23
Properties=species:S:1:pos:R:3:forces:R:3:mulliken_charge:R:1
C 0.7630 -1.8702 0.0841 3.66 -1.63 -1.34 -0.75
S -1.3682 0.8958 -0.0116 -0.10 0.33 1.34 -0.24
N -3.1203 0.3263 -2.4809 -2.31 -0.02 -0.49 -0.41
C 1.8828 0.0909 1.8521 -1.02 -0.87 -0.84 -0.36
H 1.3410 0.9745 1.4151 0.56 -0.66 0.40 0.28
P -1.7113 1.1093 -2.1642 1.67 -0.31 -0.24 0.23
H 1.1040 0.0067 -0.5322 1.29 1.24 -0.46 0.22
C 0.8561 -0.9438 2.3879 3.73 -1.49 -1.84 -0.66
H 2.5823 -1.1267 -1.1446 -1.38 0.96 0.98 0.33
H -3.2927 -0.5098 -3.0105 0.93 -0.31 0.04 0.23
N 0.0985 -1.4656 1.2656 -1.19 0.16 0.84 -0.02
H -1.7478 3.4731 -1.6633 -1.35 -2.46 -1.11 0.28
H -3.1868 2.6511 -1.3629 0.29 0.01 -0.26 0.29
H -3.9042 0.9341 -2.6952 0.07 0.09 0.38 0.25
S -1.4331 -0.8879 1.1564 -0.84 0.26 -1.28 -0.04
H 0.2199 -0.5075 3.0650 -1.51 0.73 1.72 0.44
H 0.0678 -2.0706 -0.7337 -0.09 0.22 0.22 0.38
O 2.6592 -0.5802 0.8412 -0.35 1.44 -0.17 -0.41
C 1.8778 -0.7357 -0.3268 -1.36 -3.38 0.23 -0.29
H 1.3886 -2.8454 0.2234 -1.17 1.38 0.15 0.26
H 1.4577 -1.8235 2.8241 -0.87 1.30 -0.31 0.27
N -2.3838 2.6467 -2.0056 0.75 2.55 1.30 -0.67
H 2.5683 0.3751 2.6096 0.59 0.45 0.74 0.37
```
Positions in Å, forces in eV/Å.

## Properties
Gap between HOMO and LUMO = 8.34 eV
Energy above the lowest of the compared OMol25 structures with the same formula, charge and spin = 0.0 kcal/mol
Net charge = 0
E_LUMO = 0.54 eV

[6]
Molecular formula: C30H58F9N16O8
Method: DFT, ωB97M-V with the def2-TZVPD basis set

```
121
Properties=species:S:1:pos:R:3:forces:R:3:mulliken_charge:R:1
N 0.0007 2.6047 1.8437 0.42 0.62 0.78 0.05
H -1.9713 6.6537 -1.5586 0.17 -0.43 -1.48 0.31
H 4.5350 -4.3692 2.0272 0.16 -0.12 0.11 0.17
H -3.9714 -4.9255 -1.0932 -0.06 0.13 -0.14 0.17
O -7.3330 5.8477 3.3039 0.05 -0.23 -0.16 -0.66
H -7.4395 3.7707 0.9022 0.05 0.07 0.02 0.12
F -3.6920 -1.7852 0.0291 -0.15 3.25 0.77 -0.37
H 3.0340 -1.1141 -0.7007 1.22 1.30 -0.29 0.26
H -4.1515 5.9160 -2.5302 1.17 0.45 -1.20 0.24
C -0.5668 1.2434 1.5894 -1.67 -2.09 0.51 -0.21
H 6.8642 -10.9031 2.4465 0.01 0.06 0.07 0.17
H -4.1364 -3.2192 -1.3457 -0.05 -0.21 -0.16 0.24
H 5.5550 -7.2730 3.7263 -0.02 -0.19 0.15 0.18
C -1.3703 4.6539 -2.3964 0.05 0.30 1.04 -0.73
H -2.2226 4.0138 -1.9454 1.32 1.03 -0.69 0.16
H -7.8175 5.4627 0.9046 0.11 -0.13 0.07 0.23
H 6.7879 2.4564 -2.1751 -1.41 -1.23 0.58 0.24
O 0.5892 1.3048 -0.7323 0.16 0.33 1.68 -0.47
C 3.7938 1.0827 -0.3395 2.67 -0.99 -2.31 -0.43
C -11.7686 2.9948 0.2855 -0.60 0.02 -0.36 0.57
C 1.5176 2.2627 -0.1310 0.11 0.10 -0.13 -1.00
F -3.2999 0.2806 -0.8408 -0.55 -1.12 2.83 -0.24
H 2.3280 6.2996 -1.2339 0.76 -1.70 0.76 0.25
H 0.6950 5.5963 1.1099 0.76 -1.79 -0.15 0.33
N -7.5154 4.6394 1.4005 -0.38 0.09 -0.85 -0.34
C -1.8887 6.1746 -2.5919 -0.30 -1.62 -0.54 -0.32
F -2.8078 2.3330 1.0718 1.12 -2.67 1.33 -0.30
H 0.7674 2.5010 2.5473 -0.56 0.07 -0.69 0.70
H 6.0434 -4.9667 -5.6643 -0.01 0.09 0.02 0.17
C 1.3461 4.6420 1.1735 1.25 0.74 1.58 -0.68
H 3.2557 2.3635 1.3784 -1.18 -1.01 -1.08 0.29
H 7.6255 -1.0837 -3.4308 -0.60 1.50 -0.13 0.24
C -2.1806 1.2799 1.7890 1.09 1.68 1.57 0.66
H 5.3612 -3.9803 -7.6568 0.01 0.07 0.06 0.16
F -5.8354 0.0204 -0.8712 1.26 -0.19 3.32 -0.24
F -5.5585 1.2666 0.9990 0.66 -3.45 -0.80 -0.24
C 7.0832 -0.1094 -3.6638 -1.82 0.49 -0.28 -0.86
H 5.7432 -5.0534 3.0638 -0.07 -0.05 -0.02 0.18
F -2.3362 1.6461 3.1863 0.27 -0.52 -2.72 -0.35
H 3.9761 5.2787 -1.3225 -1.24 1.00 1.51 0.23
H 4.9868 -2.2886 -7.6816 0.05 -0.17 0.08 0.22
C -5.3266 -0.0339 0.4677 -2.44 0.34 -1.79 0.55
H -3.3047 5.1010 -3.9393 -0.20 1.80 0.61 0.29
H -4.9848 -3.5634 -4.7425 0.03 0.04 0.19 0.20
H 3.6881 4.5135 1.0928 -1.71 0.19 -1.25 0.45
H -6.6118 3.7083 4.3224 -0.09 -0.01 -0.17 0.20
H 7.6695 -10.9246 5.8690 -0.03 -0.04 -0.18 0.22
C 0.5945 3.3102 0.6626 1.10 1.74 -2.68 -0.46
H -1.1081 6.6968 -3.2407 -1.20 -0.37 0.96 0.27
F -3.8431 -0.2247 2.7245 1.89 0.14 -2.57 -0.31
C 5.5581 -2.9445 -5.8551 -0.07 0.19 -0.02 0.65
H 4.9205 -1.7468 -2.5372 -0.32 1.74 1.00 0.19
H -6.7417 2.7564 2.8798 -0.03 0.08 0.03 0.15
H -11.7435 1.0836 0.9554 0.08 0.18 0.02 0.21
N 5.2841 -3.1047 -7.1720 -0.19 0.25 -0.60 -0.44
H 1.5390 4.5042 2.3111 -0.18 0.30 -1.63 0.37
C 1.6077 -2.1900 2.9743 0.09 -0.53 -0.19 0.83
C 3.0302 5.5515 -0.7213 -0.39 -1.11 1.61 -0.74
N 0.8851 -1.8334 4.0668 -0.41 0.69 0.39 -0.39
O 5.4564 -1.8654 -5.2866 -0.27 -0.43 -0.14 -0.65
C -4.4852 -4.4550 -2.9946 -0.04 -0.66 -0.27 0.56
O 6.9506 -8.7967 4.8268 -0.11 0.12 -0.10 -0.66
H -1.1997 4.2038 0.3539 0.26 -0.18 -0.72 0.43
N -6.8306 3.6436 3.3414 0.32 -0.57 0.53 -0.34
O -4.5241 -5.6006 -3.4114 0.02 0.22 0.09 -0.65
O 3.1424 -6.4144 1.8368 -0.09 0.26 -0.02 -0.67
C 5.9989 0.2891 -2.5314 -2.06 0.81 2.65 0.49
N 1.4766 -3.4828 2.6065 0.13 -0.07 -0.41 -0.38
C -3.3320 6.0754 -3.3194 0.74 -0.40 0.41 -1.01
F -6.0621 -1.0417 1.1117 2.17 3.01 -1.19 -0.21
C -3.7577 -0.3740 0.3171 -0.05 -1.90 -1.69 0.54
H 0.9577 -0.8776 4.3736 0.09 -0.27 0.12 0.19
H 7.7716 0.7640 -3.9267 -0.77 -1.29 0.83 0.30
H 2.0315 2.7754 -1.0287 -1.05 -0.68 1.64 0.90
H 6.4554 -0.3128 -4.6168 1.22 0.32 1.71 0.26
H 4.9395 3.1356 -0.3726 0.00 -1.80 -0.70 0.15
C 3.8122 -0.3264 -0.9718 2.50 2.11 -1.26 -0.18
N 6.7832 -10.0295 2.9344 -0.25 0.26 -0.64 -0.37
N -11.0529 4.1454 0.3544 0.34 0.76 -0.16 -0.33
C 7.0567 -9.8729 4.2534 0.05 0.08 0.12 0.66
H -11.4125 4.9400 -0.1491 0.03 -0.15 0.12 0.18
F -2.0099 -1.2532 1.8917 -1.69 3.15 -1.00 -0.24
N 4.8920 -5.1577 2.5414 0.10 0.73 -0.18 -0.34
H -4.7231 -2.4312 -3.4572 -0.01 -0.10 -0.02 0.14
C -2.8904 -0.1480 1.6423 -1.11 -1.27 2.09 0.56
H 6.4823 -9.2126 2.4271 0.06 -0.17 0.03 0.24
O -12.8043 2.9011 -0.3514 0.22 -0.01 0.12 -0.63
O 2.3245 -1.3998 2.3681 -0.19 0.41 -0.08 -0.67
C -7.2330 4.7817 2.7215 -0.04 0.64 0.46 0.65
C -0.0752 0.4974 0.2619 1.49 -1.29 -0.64 0.02
H -0.2117 0.5885 2.4770 -0.70 1.01 -1.49 0.07
C 4.1793 -6.3104 2.4813 -0.19 -0.27 -0.02 0.66
N -0.5253 3.6960 -0.2468 0.88 0.02 1.32 0.02
H -3.5293 7.0005 -3.9569 0.04 -1.44 0.86 0.32
C 2.7746 4.9162 0.5148 0.58 0.69 -1.97 -0.22
N -4.1740 -4.1543 -1.7081 0.23 -0.03 0.82 -0.28
H 6.1668 -3.9943 -4.2356 -0.02 -0.06 -0.20 0.21
C 5.9873 1.6954 -1.8685 -2.41 -2.31 0.81 -0.81
H 7.5506 -11.8925 4.4365 -0.01 0.09 0.02 0.16
H -1.0629 4.1439 -3.3715 -0.49 0.92 1.23 0.32
C 4.9159 2.0782 -0.8158 -0.21 -2.85 -1.17 -0.14
N 5.9537 -4.0728 -5.2165 0.21 -0.34 0.61 -0.36
H 4.2046 -8.2110 3.1715 0.08 0.16 0.10 0.19
H 1.9986 -3.7868 1.7992 -0.10 -0.21 0.18 0.13
C -0.1170 4.6241 -1.3402 -1.71 0.69 -1.71 -0.31
N 4.7048 -7.3370 3.1901 0.09 -0.47 0.02 -0.34
N -11.2409 1.9558 0.9816 0.18 -0.81 0.30 -0.33
H -0.8879 -0.1010 -0.2901 0.94 1.32 0.99 0.31
H -10.3908 2.0124 1.5119 -0.12 0.05 -0.01 0.15
H 0.8966 -4.1460 3.0883 0.14 -0.04 -0.03 0.14
H -0.0258 5.7198 -0.9761 0.36 -1.82 -0.49 0.21
H 0.2936 -2.4649 4.5766 0.09 0.01 -0.02 0.16
H -0.6677 3.2767 2.2905 0.19 -0.87 -0.28 0.65
C 4.8944 -0.7150 -2.0347 0.43 3.15 0.79 -0.57
H 0.7836 4.2891 -1.9492 -0.98 0.35 1.40 0.29
N -4.7495 -3.3809 -3.7805 -0.17 0.47 -0.63 -0.31
C 2.6872 1.5902 0.7304 1.37 0.01 -0.74 0.40
H 2.3566 0.7616 1.4524 0.44 0.93 -1.24 0.28
H 0.6995 -0.3011 0.5909 -1.37 1.21 -0.16 -0.09
N 7.4569 -11.0007 4.8875 0.19 -0.29 0.58 -0.41
H -10.1981 4.2426 0.8731 -0.11 0.00 0.04 0.19
```
Positions in Å, forces in eV/Å.

## Properties
Gap between HOMO and LUMO = 7.10 eV
Net charge = +1
E_LUMO = -3.03 eV

no.,DFT total energy (hartree)
1,-425.4046
2,-352.8549
3,-438.0926
4,-1526.3985
5,-1536.8081
6,-3554.4361